# 1
Molecular formula: C43H81BClIN4O23PS
Method: DFT, ωB97M-V/def2-TZVPD

Its largest force on an atom is 0.06091 hartree/bohr. The calculation puts the total energy at -5158.5960 Ha. Its net charge is +1. For the molar mass, the calculation gives 1258.34 g/mol.

Structure (XYZ):
```
156
C43H81BClIN4O23PS (ωB97M-V/def2-TZVPD)
I -2.604 1.115 -3.153
Cl -3.990 -2.899 5.940
S 0.502 0.888 -1.011
P -0.904 1.544 0.125
O 6.401 -0.828 -2.592
O 0.685 2.314 -6.643
O -5.227 -4.245 4.102
O 4.526 -1.255 -1.397
O 6.878 2.338 -8.322
O -5.991 2.681 -6.496
O 4.993 2.970 -7.240
O -5.282 -8.765 3.843
O 0.315 0.833 6.175
O -6.973 -9.518 5.144
O -4.158 3.055 -7.771
O -3.931 -0.600 2.702
O 7.581 7.215 2.170
O 1.126 0.133 -7.062
O 7.203 5.412 3.303
O -6.068 2.808 -8.754
O -6.002 -7.663 5.684
O 5.153 1.037 -8.406
O 5.439 6.681 2.668
O 0.535 1.607 -8.678
O -1.115 -3.597 0.532
O -7.509 -0.665 3.027
O 4.531 -1.040 -3.652
N 3.490 2.386 2.625
N -2.096 0.295 0.653
N -2.881 -1.359 2.169
N -0.766 -0.062 2.500
C 0.724 -4.688 1.936
C -5.461 2.832 -7.567
C 1.283 -1.271 1.926
C -6.013 -8.661 4.795
C -6.246 -1.015 3.623
C -1.923 -0.364 1.773
C -0.765 -2.563 2.936
C 5.613 2.194 -7.921
C 0.954 2.064 -5.266
C -0.898 1.030 3.489
C -3.383 3.107 -6.577
C -4.203 -3.667 4.336
C 0.625 0.557 -9.644
C -5.234 -1.166 2.441
C -5.879 0.110 4.656
C 2.600 3.267 3.224
C -2.963 -0.445 -1.665
C 3.125 -1.276 -3.644
C -3.101 -3.660 3.244
C -0.915 0.118 5.957
C -5.014 -6.668 5.427
C -1.879 -1.569 -1.716
C 7.143 -0.818 -1.373
C 2.231 4.277 2.325
C 4.106 1.230 3.262
C 6.290 4.512 3.925
C 2.949 4.030 1.062
C 3.800 0.755 -8.051
C 7.102 8.380 1.497
C -1.721 0.760 4.782
C 6.621 6.459 2.709
C 1.341 -0.031 6.617
C 2.132 0.043 2.096
C -7.476 2.577 -8.690
C 7.502 3.541 -7.873
C -2.309 -2.314 3.140
C -3.271 0.122 -0.237
C 0.050 -1.221 2.908
C -7.101 -10.644 4.275
C 5.097 -1.061 -2.443
C 0.815 1.240 -7.426
C 3.207 -0.051 3.220
C 3.676 2.865 1.354
B -0.432 -3.580 1.732
H 7.543 3.570 -6.785
H -2.317 -2.584 -1.790
H 0.733 -5.393 1.077
H -5.193 -2.218 2.080
H -5.189 -6.203 4.468
H -5.669 -0.595 1.584
H -2.009 1.766 5.174
H -2.673 0.215 4.637
H -2.436 -4.520 3.492
H -6.818 0.671 4.854
H 1.638 0.160 -9.690
H 3.133 1.521 -8.449
H -3.716 3.924 -5.937
H 6.454 8.104 0.665
H 8.182 -0.620 -1.627
H 0.966 -1.270 0.862
H -3.696 1.142 -0.384
H -0.087 -0.236 -9.417
H -5.635 -0.387 5.620
H 1.501 0.950 2.151
H 1.984 1.733 -5.129
H -2.349 3.291 -6.863
H -0.662 -4.195 -0.083
H -7.971 3.373 -8.133
H 2.703 0.130 1.141
H 2.777 -1.232 -4.675
H -7.909 -11.261 4.663
H 7.969 8.907 1.106
H -5.092 0.811 4.325
H -7.358 -10.324 3.266
H 2.902 -2.265 -3.243
H 3.872 -0.900 2.936
H 1.514 -0.900 5.929
H 6.787 -0.028 -0.712
H 7.083 -1.787 -0.878
H 2.726 -0.297 4.186
H -3.433 2.156 -6.044
H -3.906 -0.917 -2.012
H -7.687 1.607 -8.241
H 6.577 9.036 2.190
H -6.442 -1.944 4.184
H 5.731 5.014 4.715
H -0.363 2.234 1.231
H 0.375 0.985 -10.612
H -6.184 -11.232 4.269
H 2.929 4.585 0.120
H 0.819 2.999 -4.727
H 0.113 1.401 3.770
H 0.257 1.327 -4.866
H -7.407 0.151 2.515
H 0.475 -5.276 2.854
H 1.134 -0.479 7.620
H -3.587 -3.832 2.262
H -5.098 -5.913 6.206
H 1.538 5.110 2.520
H 6.873 3.708 4.371
H 2.611 -0.506 -3.070
H -4.082 -0.484 0.198
H 8.519 3.542 -8.261
H 6.978 4.414 -8.261
H -7.851 2.580 -9.711
H -1.163 -1.493 -0.882
H -0.648 -0.945 5.771
H 2.318 0.491 6.692
H -0.456 -3.096 3.865
H 3.694 0.677 -6.970
H 5.100 1.067 2.792
H 5.610 4.081 3.188
H -1.490 0.215 6.908
H -2.382 -1.850 4.156
H 4.303 1.485 4.322
H -1.717 2.474 -0.583
H 1.722 -4.246 2.117
H -1.384 1.899 2.985
H 4.336 2.447 0.575
H 1.976 -2.100 2.176
H -1.298 -1.424 -2.653
H 0.507 -1.086 3.911
H 2.216 3.235 4.255
H -4.014 -7.104 5.467
H 3.537 -0.202 -8.495
```

Here are the Löwdin charges for atoms 1 to 8, given in e:
1. I 0.8956
2. Cl 0.7172
3. S 0.2569
4. P 0.4652
5. O 0.0113
6. O 0.0056
7. O 0.0168
8. O 0.1049

=====

# 2
Molecular formula: C26H26FN3O4PtS2
Method: DFT, ωB97M-V/def2-TZVPD

Its largest force on an atom is 0.02945 hartree/bohr. The calculation puts the total energy at -2487.2323 Ha. Its net charge is -2. For the molar mass, the calculation gives 722.72 g/mol. The calculation puts the energy above the lowest of the compared OMol25 structures with the same formula, charge and spin at 0.337 eV.

Structure (XYZ):
```
63
C26H26FN3O4PtS2 (ωB97M-V/def2-TZVPD)
Pt 0.060 0.213 -0.040
S 1.704 0.641 1.537
S -1.222 1.913 0.734
F -6.037 -0.041 -2.962
O 1.834 -2.975 -2.372
O -0.177 -1.972 1.273
O -1.360 -0.171 -1.493
O 1.390 -1.170 -1.141
N -1.696 -3.147 -4.236
N 2.544 -0.086 3.924
N 0.748 -1.306 3.289
C -3.053 -4.252 3.157
C 1.598 -0.359 2.944
C -2.813 -4.675 4.460
C -0.328 -2.059 -2.568
C -2.741 -3.838 -6.325
C -1.796 -4.236 -5.194
C -0.139 -1.949 2.497
C 2.540 -0.869 5.145
C -4.119 -3.494 -5.772
C -1.397 -1.145 -2.254
C 3.570 0.922 3.767
C -2.795 -2.355 -3.944
C 3.179 -2.252 5.001
C -4.951 -0.788 -3.281
C -0.905 -3.209 4.566
C 1.083 -2.071 -1.956
C -3.780 -0.602 -2.595
C 4.857 0.394 3.129
C -3.995 -2.501 -4.644
C -5.084 -1.703 -4.307
C -2.221 -5.534 -4.500
C -1.743 -4.138 5.165
C -0.542 -3.000 -3.515
C -1.112 -2.814 3.245
C -2.666 -1.381 -2.935
C -2.208 -3.335 2.556
H -3.682 0.127 -1.798
H -2.327 -2.958 -6.824
H -6.016 -1.803 -4.847
H 3.168 1.716 3.141
H 4.627 -0.023 2.148
H 0.258 -3.691 -3.747
H -3.453 -5.418 4.922
H 4.225 -2.178 4.699
H 3.791 1.340 4.755
H 2.637 -2.813 4.241
H 3.124 -2.794 5.950
H -1.563 -4.455 6.187
H -0.798 -4.387 -5.614
H -2.370 -3.005 1.538
H -3.901 -4.651 2.613
H -2.799 -4.647 -7.057
H -3.160 -5.394 -3.965
H 5.575 1.209 3.008
H -4.740 -3.069 -6.564
H 5.313 -0.384 3.744
H -1.461 -5.828 -3.776
H -0.068 -2.788 5.105
H -4.624 -4.404 -5.432
H 3.059 -0.295 5.918
H -2.340 -6.337 -5.232
H 1.501 -1.005 5.448
```

Here are the Löwdin charges for atoms 1 to 8, given in e:
1. Pt 0.3800
2. S 0.5914
3. S -0.5771
4. F 0.0399
5. O -0.0503
6. O -0.0344
7. O -0.1801
8. O -0.1624

=====

# 3
Molecular formula: C14H17N
Method: DFT, ωB97M-V/def2-TZVPD

Its largest force on an atom is 0.04259 hartree/bohr. The calculation puts the total energy at -598.4166 Ha. For the molar mass, the calculation gives 199.30 g/mol. Its SMILES is CCCCCc1ccc2ccccc2n1. The calculation puts the energy above the lowest of the compared OMol25 structures with the same formula, charge and spin at 0.993 eV.

Structure (XYZ):
```
32
C14H17N (ωB97M-V/def2-TZVPD)
N 0.449 0.005 -1.064
C 4.095 -0.837 0.759
C 3.678 -1.567 -0.382
C 2.495 -1.317 -1.048
C 1.696 -0.190 -0.558
C -1.628 1.195 -1.393
C -0.305 1.036 -0.660
C -4.142 -1.380 0.349
C 1.341 1.675 0.960
C -4.276 -0.887 1.790
C -2.909 -0.806 -0.522
C 2.148 0.602 0.522
C -2.847 0.722 -0.582
C 0.174 1.982 0.306
C 3.337 0.175 1.221
H -3.770 1.128 -1.015
H 2.167 -1.855 -1.985
H -5.154 -1.376 2.216
H -5.052 -1.119 -0.239
H -4.500 0.154 1.786
H 4.993 -1.205 1.270
H -1.634 2.288 -1.660
H -3.334 -1.097 2.303
H 1.703 2.383 1.662
H -0.406 2.858 0.587
H -1.950 -1.205 -0.070
H 3.684 0.704 2.154
H -2.748 1.256 0.323
H -4.071 -2.462 0.293
H -2.993 -1.225 -1.553
H -1.546 0.640 -2.377
H 4.313 -2.319 -0.824
```

Here are the Löwdin charges for atoms 1 to 8, given in e:
1. N 0.1456
2. C -0.1082
3. C -0.0975
4. C -0.0023
5. C -0.2158
6. C -0.1635
7. C -0.2694
8. C -0.2565

=====

# 4
Molecular formula: C23H20ClCoN3O5S
Method: DFT, ωB97M-V/def2-TZVPD

Its largest force on an atom is 0.00164 hartree/bohr. The calculation puts the total energy at -3669.8960 Ha. Its net charge is +1. For the molar mass, the calculation gives 544.88 g/mol.

Structure (XYZ):
```
54
C23H20ClCoN3O5S (ωB97M-V/def2-TZVPD)
Co -0.950 -0.270 0.851
Cl -3.485 -0.650 -4.041
S 5.347 0.555 -0.170
O -0.357 -1.202 2.295
O -2.810 -0.798 1.120
O -1.047 1.331 1.683
O -1.525 2.402 3.551
O -0.406 -1.396 4.509
N 6.124 -0.844 -4.433
N -1.508 0.543 -0.851
N 0.900 0.039 0.448
C -1.175 1.804 -1.147
C -2.901 0.513 3.020
C 6.120 -1.706 -3.419
C 5.638 0.002 -1.835
C -1.536 2.381 -2.350
C -3.629 0.293 1.691
C -2.591 0.333 -2.953
C -2.253 1.639 -3.273
C 5.650 0.914 -2.878
C 1.443 -0.307 -0.726
C -2.481 -0.951 3.403
C -0.976 -1.185 3.476
C 2.786 -0.186 -0.993
C 1.702 0.521 1.413
C -2.207 -0.184 -1.729
C 5.888 -1.337 -2.102
C 5.901 0.436 -4.159
C -4.562 -1.829 2.258
C 3.627 0.326 -0.004
C -1.750 1.487 2.812
C -4.975 -0.385 1.885
C -3.045 -1.750 2.230
C 3.051 0.684 1.220
H -2.551 2.059 -4.224
H -0.628 2.342 -0.385
H -2.521 -2.675 2.009
H -5.558 -0.361 0.967
H -1.258 3.405 -2.556
H -4.914 -2.137 3.241
H 6.317 -2.742 -3.668
H -4.926 -2.548 1.528
H -3.547 0.947 3.779
H -2.479 -1.193 -1.446
H 5.906 -2.071 -1.308
H 3.165 -0.488 -1.958
H 1.232 0.773 2.350
H 3.654 1.078 2.026
H 0.773 -0.700 -1.481
H 5.475 1.967 -2.703
H -3.610 1.135 1.006
H 5.923 1.120 -5.000
H -5.549 0.113 2.664
H -2.910 -1.246 4.357
```

Here are the Löwdin charges for atoms 1 to 8, given in e:
1. Co 0.7174
2. Cl 0.7484
3. S 1.0741
4. O -0.0798
5. O -0.1473
6. O -0.0799
7. O 0.1591
8. O 0.1532

=====

# 5
Molecular formula: C8H11N6
Method: DFT, ωB97M-V/def2-TZVPD

Its largest force on an atom is 0.07112 hartree/bohr. The calculation puts the total energy at -639.7249 Ha. Its net charge is +1. For the molar mass, the calculation gives 191.22 g/mol. Its SMILES is N[C@]1(c2ncccn2)N=CCC(=[NH2+])N1. The calculation puts the energy above the lowest of the compared OMol25 structures with the same formula, charge and spin at 2.484 eV.

Structure (XYZ):
```
25
C8H11N6 (ωB97M-V/def2-TZVPD)
N 2.491 -0.411 -1.064
N 1.049 0.612 1.654
N -2.888 -0.546 0.879
N -0.675 -0.931 0.647
N 0.326 0.298 -1.518
N 1.470 -1.742 1.178
C -1.652 -0.191 1.031
C 0.612 0.591 -2.756
C 0.807 -0.544 0.735
C 2.840 -0.183 -2.325
C 1.220 -0.194 -0.736
C 0.080 1.334 1.947
C 1.903 0.328 -3.292
C -1.374 1.108 1.744
H 2.372 -1.471 1.300
H 2.004 0.640 -4.330
H 0.417 2.257 2.305
H 1.102 -2.071 2.076
H -0.679 -1.817 0.190
H -0.345 0.712 -3.413
H 3.935 -0.179 -2.468
H -1.951 1.955 1.422
H -3.663 0.057 1.295
H -1.828 0.794 2.691
H -3.097 -1.320 0.283
```

Here are the Löwdin charges for atoms 1 to 8, given in e:
1. N 0.1404
2. N 0.1713
3. N 0.2162
4. N 0.1960
5. N 0.1021
6. N 0.1242
7. C -0.3486
8. C -0.1196